Run i
Entry from the OMol25 dataset: C9H11NO2 in the gas phase (ωB97M-V with the def2-TZVPD basis set).

Structure (XYZ):
```
23
C9H11NO2, DFT ωB97M-V with the def2-TZVPD basis set
N 2.92 1.36 -0.02
C 1.76 0.59 0.39
C 0.57 0.91 -0.57
C -0.71 0.35 -0.02
C -0.85 -0.98 -0.42
C -1.95 -1.69 -0.31
C -3.02 -0.88 0.14
C -3.04 0.53 0.63
C -1.74 1.16 0.58
C 2.07 -0.90 0.54
O 2.09 -1.42 1.70
O 2.51 -1.52 -0.62
H 3.42 1.11 -0.89
H 2.68 2.25 -0.21
H 1.43 0.81 1.34
H 0.19 1.92 -0.41
H 1.04 0.70 -1.62
H -0.14 -1.39 -1.23
H -2.03 -2.76 -0.49
H -3.97 -1.47 0.25
H -4.13 1.20 0.79
H -1.83 2.46 0.61
H 2.70 -2.32 -0.16
```

The charge is 0. Its multiplicity is 1. Its structure (SMILES) is N[C@@H](Cc1ccccc1)C(=O)O. As for the LUMO energy: 0.7 eV.

---

Run ii
Entry from the OMol25 dataset: C9H11NO2 in the gas phase (ωB97M-V with the def2-TZVPD basis set).

Structure (XYZ):
```
23
C9H11NO2, DFT ωB97M-V with the def2-TZVPD basis set
C -1.38 -1.68 -0.19
C -0.07 -1.13 -0.71
O 0.31 -1.78 -1.90
C 0.96 -1.25 0.47
C 0.86 -0.06 1.47
C 0.63 1.12 0.71
C 0.62 2.48 0.52
C 0.14 3.10 -0.67
C -0.40 2.48 -1.73
N -0.69 1.15 -1.77
O -1.44 0.53 -2.62
C -0.07 0.41 -0.85
H -1.92 -0.94 0.55
H -1.43 -2.56 0.28
H -2.13 -1.81 -0.88
H -0.36 -1.69 -2.58
H 2.02 -1.32 -0.02
H 0.70 -2.14 1.09
H 1.68 -0.02 2.26
H 0.06 -0.30 2.14
H 1.19 3.16 1.04
H 0.43 4.17 -0.63
H -0.94 2.89 -2.58
```

The charge is 0. Its multiplicity is 1. Its structure (SMILES) is C[C@]1(O)CCc2ccc[n+]([O-])c21. As for the LUMO energy: 0.3 eV.

---

Winner for stability: run i

---

Run i
Entry from the OMol25 dataset: 2 unconnected molecules or ions with the total composition C4H12NS (ωB97M-V with the def2-TZVPD basis set).

Structure (XYZ):
```
18
C4H12NS, DFT ωB97M-V with the def2-TZVPD basis set
C -0.62 0.89 -1.44
S -0.78 -0.92 -1.19
C 0.73 -1.43 -2.11
H -0.73 1.13 -2.51
H 0.36 1.23 -1.13
H -1.43 1.31 -0.92
H 0.92 -2.51 -1.93
H 0.60 -1.19 -3.15
H 1.61 -0.84 -1.72
C 1.04 0.04 1.74
C -1.45 0.16 1.91
N -0.28 0.71 1.75
H 1.55 0.37 2.68
H 1.67 0.43 0.90
H 0.81 -1.03 1.70
H -1.50 -0.91 2.04
H -2.30 0.88 1.88
H -0.23 1.68 1.50
```

The charge is +1. Its multiplicity is 1. As for the LUMO energy: -5.2 eV.

---

Run ii
Entry from the OMol25 dataset: 2 unconnected molecules or ions with the total composition C4H12NS (ωB97M-V with the def2-TZVPD basis set).

Structure (XYZ):
```
18
C4H12NS, DFT ωB97M-V with the def2-TZVPD basis set
C 2.97 -0.75 -0.26
C 2.01 0.07 0.53
C 0.72 -0.15 0.66
N -0.15 0.81 1.35
H 2.57 -1.71 -0.57
H 3.26 -0.18 -1.14
H 3.87 -0.92 0.33
H 2.46 0.94 1.03
H 0.23 -1.02 0.27
H 0.37 1.67 1.53
H -1.03 1.05 0.83
H -0.44 0.47 2.27
C -2.61 -0.19 -1.58
S -2.98 0.98 -0.24
H -3.53 -0.44 -2.10
H -1.94 0.31 -2.27
H -2.15 -1.10 -1.21
H -3.64 0.14 0.56
```

The charge is +1. Its multiplicity is 1. As for the LUMO energy: -3.2 eV.

---

Run iii
Entry from the OMol25 dataset: a molecular structure, C4H12NS (ωB97M-V with the def2-TZVPD basis set).

Structure (XYZ):
```
18
C4H12NS, DFT ωB97M-V with the def2-TZVPD basis set
C 1.57 0.07 -0.87
C -0.48 -0.75 1.45
C -0.80 1.54 0.56
C 0.13 -0.28 -1.05
N -0.78 0.08 0.25
S -0.20 -1.80 -1.68
H 2.01 0.10 0.16
H 2.09 -0.60 -1.49
H 1.62 1.13 -1.13
H -1.15 -0.33 2.17
H -0.71 -1.86 1.46
H 0.64 -0.68 1.53
H -1.53 1.62 1.40
H 0.29 1.75 0.76
H -1.39 2.16 -0.16
H -0.40 0.61 -1.99
H -1.77 -0.16 0.01
H 0.86 -2.60 -1.38
```

The charge is +1. Its multiplicity is 1. As for the LUMO energy: -3.2 eV.

---

Run iv
Entry from the OMol25 dataset: a gas-phase ion, C4H12NS (charge +1) (ωB97M-V with the def2-TZVPD basis set).

Structure (XYZ):
```
18
C4H12NS, DFT ωB97M-V with the def2-TZVPD basis set
C 0.59 -1.94 -1.86
S 1.49 -0.65 -0.96
C 0.30 0.76 -0.99
C 0.36 1.46 0.36
C 0.08 0.65 1.61
N -1.24 -0.06 1.51
H 1.18 -2.23 -2.73
H -0.42 -1.63 -2.08
H 0.58 -2.85 -1.27
H 0.50 1.49 -1.77
H -0.66 0.27 -1.20
H 1.29 1.95 0.48
H -0.34 2.29 0.28
H 0.92 -0.03 1.73
H 0.03 1.32 2.45
H -1.76 0.28 0.71
H -1.08 -1.06 1.35
H -1.82 -0.01 2.35
```

The charge is +1. Its multiplicity is 1. Its structure (SMILES) is CSCCC[NH3+]. As for the LUMO energy: -3.8 eV.

---

Winner for stability: run iv

---

Run i
Entry from the OMol25 dataset: a gas-phase ion, C6H13N (charge -1) (ωB97M-V with the def2-TZVPD basis set).

Structure (XYZ):
```
20
C6H13N, DFT ωB97M-V with the def2-TZVPD basis set
C 0.74 -0.57 2.23
C 0.99 0.36 1.03
C 0.12 0.09 -0.18
C 0.63 0.31 -1.40
N 1.73 1.10 -1.68
C -1.25 -0.46 0.06
C -2.22 -0.33 -1.13
H -0.32 -0.71 2.44
H 1.23 -1.53 2.01
H 1.15 -0.18 3.14
H 0.72 1.35 1.41
H 2.05 0.51 0.81
H 0.08 0.04 -2.28
H 2.30 0.79 -2.46
H 2.36 1.38 -0.94
H -1.17 -1.51 0.33
H -1.71 0.06 0.89
H -1.93 0.51 -1.77
H -3.19 0.00 -0.75
H -2.31 -1.21 -1.76
```

The charge is -1. Its multiplicity is 2. As for the LUMO energy (alpha / beta): 3.9 / 3.8 eV.

---

Run ii
Entry from the OMol25 dataset: a gas-phase ion, C6H13N (charge -1) (ωB97M-V with the def2-TZVPD basis set).

Structure (XYZ):
```
20
C6H13N, DFT ωB97M-V with the def2-TZVPD basis set
C -1.33 -2.77 -0.51
C -1.99 -1.41 -0.21
C -1.18 -0.46 0.72
C 0.18 -0.13 0.09
C 0.78 0.99 -0.27
N 2.16 1.45 -0.04
C 2.11 2.86 0.53
H -0.25 -2.63 -0.17
H -1.16 -3.02 -1.63
H -1.72 -3.53 0.11
H -1.84 -1.02 -1.26
H -3.02 -1.52 0.15
H -1.69 0.46 0.88
H -1.06 -1.01 1.57
H 0.79 -1.11 -0.27
H 0.24 1.73 -0.80
H 2.77 1.53 -0.85
H 1.41 3.49 -0.06
H 1.68 2.81 1.51
H 3.14 3.28 0.52
```

The charge is -1. Its multiplicity is 2. As for the LUMO energy (alpha / beta): 4.4 / 4.2 eV.

---

Winner for stability: run i

---

Run i
Entry from the OMol25 dataset: 5 unconnected molecules or ions with the total composition C2H14NO4 (ωB97M-V with the def2-TZVPD basis set).

Structure (XYZ):
```
21
C2H14NO4, DFT ωB97M-V with the def2-TZVPD basis set
C -1.78 -0.69 1.44
C -2.55 0.36 1.61
N -0.33 -0.61 1.22
H -2.22 -1.66 1.56
H -3.60 0.22 1.82
H -2.33 1.40 1.42
H -0.18 -0.78 0.20
H 0.12 0.28 1.51
H 0.15 -1.36 1.70
H 0.34 4.92 -4.57
H -0.54 4.32 -3.48
O -0.06 4.09 -4.28
H 1.62 -2.01 -1.31
H 1.26 -0.51 -1.54
O 1.28 -1.21 -0.87
H -0.22 2.29 2.91
H -0.78 1.04 3.56
O -0.02 1.35 3.07
H 3.00 -4.34 -1.45
H 3.56 -3.59 -2.71
O 3.27 -3.48 -1.79
```

The charge is +1. Its multiplicity is 1. As for the LUMO energy: -3.0 eV.

---

Run ii
Entry from the OMol25 dataset: 4 unconnected molecules or ions with the total composition C2H14NO4 (ωB97M-V with the def2-TZVPD basis set).

Structure (XYZ):
```
21
C2H14NO4, DFT ωB97M-V with the def2-TZVPD basis set
C -1.03 1.55 0.72
O -1.85 1.32 -0.40
C -0.76 0.29 1.54
N 0.17 -0.57 0.75
H -1.47 2.33 1.34
H -0.10 1.98 0.36
H -2.78 1.34 -0.15
H -0.26 0.52 2.47
H -1.72 -0.20 1.66
H 0.32 -1.49 1.17
H 1.11 -0.11 0.65
H -0.15 -0.67 -0.22
H 2.53 1.82 -0.06
H 3.40 0.65 0.20
O 2.51 0.95 0.34
H -1.66 -2.64 -1.87
H -0.76 -2.64 -0.76
O -1.49 -2.13 -1.08
H 2.05 -1.03 -2.48
H 0.66 -0.34 -2.31
O 1.27 -0.92 -1.88
```

The charge is +1. Its multiplicity is 1. As for the LUMO energy: -3.0 eV.

---

Run iii
Entry from the OMol25 dataset: 5 unconnected molecules or ions with the total composition C2H14NO4 (ωB97M-V with the def2-TZVPD basis set).

Structure (XYZ):
```
21
C2H14NO4, DFT ωB97M-V with the def2-TZVPD basis set
C -0.43 0.25 1.54
C -0.50 -0.26 2.74
N 0.85 0.27 0.80
H -1.25 0.65 0.96
H -1.46 -0.33 3.23
H 0.35 -0.67 3.28
H 0.74 0.50 -0.18
H 1.42 1.00 1.23
H 1.22 -0.67 0.91
H 0.73 3.63 1.03
H 0.18 3.30 2.44
O 0.45 2.91 1.60
H -1.90 -1.64 -0.42
H -0.78 -1.66 -1.39
O -1.04 -1.22 -0.56
H 2.63 -0.97 -1.66
H 1.49 -0.17 -2.40
O 1.82 -0.46 -1.55
H -1.40 -2.12 -4.07
H -2.06 -0.94 -3.26
O -1.28 -1.49 -3.35
```

The charge is +1. Its multiplicity is 1. As for the LUMO energy: -2.7 eV.

---

Winner for stability: run ii

---

Run i
Entry from the OMol25 dataset: C3H5N5 in the gas phase (ωB97M-V with the def2-TZVPD basis set).

Structure (XYZ):
```
13
C3H5N5, DFT ωB97M-V with the def2-TZVPD basis set
H -0.59 -1.58 2.48
N -0.03 -1.27 1.60
C -0.54 -0.22 1.15
N -1.78 0.49 1.54
N -1.89 1.43 0.80
N -1.07 1.39 -0.21
N -0.12 0.26 -0.16
C 0.73 0.04 -1.23
C 1.60 -0.85 -1.29
H -0.59 2.36 -0.30
H 0.22 0.53 -2.11
H 1.77 -1.33 -0.29
H 2.28 -1.26 -1.96
```

The charge is 0. Its multiplicity is 1. Its structure (SMILES) is [H]/N=c1\nn[nH]n1C=C. As for the LUMO energy: 0.5 eV.

---

Run ii
Entry from the OMol25 dataset: C3H5N5 in the gas phase (ωB97M-V with the def2-TZVPD basis set).

Structure (XYZ):
```
13
C3H5N5, DFT ωB97M-V with the def2-TZVPD basis set
N 1.96 0.14 0.39
N 0.62 0.02 0.03
C -0.04 1.30 -0.26
N -1.38 1.44 -0.34
C -2.00 0.39 0.30
N -1.86 -0.85 0.46
N -1.07 -1.59 -0.54
C 0.16 -1.30 -0.28
H 2.61 0.27 -0.58
H 2.16 -0.68 1.02
H 0.69 2.11 -0.67
H -2.92 0.78 0.82
H 1.06 -2.04 -0.34
```

The charge is 0. Its multiplicity is 1. Its structure (SMILES) is NN1C=NC=NN=C1. As for the LUMO energy: 0.0 eV.

---

Winner for stability: run i

---

Run i
Entry from the OMol25 dataset: C7H12O2 in the gas phase (ωB97M-V with the def2-TZVPD basis set).

Structure (XYZ):
```
21
C7H12O2, DFT ωB97M-V with the def2-TZVPD basis set
C -1.32 0.75 -1.73
C -1.07 -0.11 -0.53
C -0.33 -1.43 -0.63
C 0.45 -0.31 0.00
C 1.59 0.28 -0.80
C 0.58 -0.22 1.50
O 1.53 0.77 1.86
C -0.78 0.23 2.05
O -1.50 -0.49 2.74
H -2.38 1.00 -1.80
H -0.77 1.69 -1.67
H -1.03 0.26 -2.67
H -1.99 -0.20 0.03
H -0.03 -1.77 -1.62
H -0.68 -2.23 0.01
H 2.54 -0.16 -0.46
H 1.64 1.36 -0.64
H 1.49 0.10 -1.87
H 0.84 -1.19 1.94
H 2.23 0.34 2.39
H -0.99 1.31 1.92
```

The charge is 0. Its multiplicity is 1. Its structure (SMILES) is C[C@H]1C[C@]1(C)[C@@H](O)C=O. As for the LUMO energy: 0.6 eV.

---

Run ii
Entry from the OMol25 dataset: 2 unconnected molecules or ions with the total composition C7H12O2 (ωB97M-V with the def2-TZVPD basis set).

Structure (XYZ):
```
21
C7H12O2, DFT ωB97M-V with the def2-TZVPD basis set
C -2.48 -0.41 -0.13
C -0.24 -1.28 0.06
C 0.62 -0.46 -0.78
C -2.64 0.86 0.61
C -0.04 -1.87 1.41
C 0.01 0.59 -1.68
C 2.06 -0.21 -0.41
O -3.25 -1.06 -0.75
O 0.26 -1.81 -1.11
H -3.68 1.00 0.90
H -2.35 1.67 -0.05
H -2.00 0.88 1.49
H -0.28 -1.13 2.17
H 0.99 -2.20 1.54
H -0.69 -2.73 1.54
H -0.98 0.27 -1.99
H 0.62 0.73 -2.57
H -0.06 1.54 -1.14
H 2.52 -1.11 0.01
H 2.11 0.59 0.34
H 2.64 0.10 -1.28
```

The charge is 0. Its multiplicity is 1. As for the LUMO energy (alpha / beta): 0.8 / 0.8 eV.

---

Run iii
Entry from the OMol25 dataset: a molecular structure, C7H12O2 (ωB97M-V with the def2-TZVPD basis set).

Structure (XYZ):
```
21
C7H12O2, DFT ωB97M-V with the def2-TZVPD basis set
C -2.64 -0.38 -0.14
C -0.51 -0.44 -0.30
C 0.18 -1.68 0.00
C 0.91 -0.53 0.40
C 2.17 -0.34 -0.33
C 0.48 0.88 1.13
C 0.02 1.65 -0.21
H -2.84 -1.57 -0.26
H -2.18 0.19 -1.13
H -3.43 0.50 0.30
H -0.16 -2.58 0.74
H 0.60 -2.04 -0.91
H 3.15 -0.63 0.36
H 2.20 0.90 -0.86
H 2.27 -1.11 -1.24
H -0.20 0.80 1.99
H 1.50 0.98 1.53
H 0.97 1.99 -0.47
H -0.53 2.80 -0.20
O -1.48 -0.10 0.68
O -0.49 0.69 -1.10
```

The charge is 0. Its multiplicity is 1. As for the LUMO energy: 0.9 eV.

---

Run iv
Entry from the OMol25 dataset: C7H12O2 in the gas phase (ωB97M-V with the def2-TZVPD basis set).

Structure (XYZ):
```
21
C7H12O2, DFT ωB97M-V with the def2-TZVPD basis set
C 0.83 0.57 -0.07
C -1.31 0.18 -0.19
C 1.88 1.52 0.37
C -2.35 0.02 -1.25
C -1.82 0.15 1.23
C 2.15 -1.61 -0.10
C 0.93 -0.77 -0.40
O -0.39 1.15 -0.47
O -0.21 -1.36 -0.65
H 2.74 1.50 -0.30
H 2.28 1.30 1.36
H 1.58 2.56 0.40
H -2.22 -0.83 1.47
H -3.27 0.55 -1.00
H -1.97 0.33 -2.22
H -2.55 -1.05 -1.35
H -2.63 0.88 1.34
H -1.04 0.40 1.94
H 2.08 -2.53 -0.68
H 3.07 -1.10 -0.40
H 2.20 -1.85 0.96
```

The charge is 0. Its multiplicity is 1. As for the LUMO energy: 0.8 eV.

---

Winner for stability: run i

---

Run i
Entry from the OMol25 dataset: C4H10O3S in the gas phase (ωB97M-V with the def2-TZVPD basis set).

Structure (XYZ):
```
18
C4H10O3S, DFT ωB97M-V with the def2-TZVPD basis set
C 2.17 -0.40 0.83
C 1.07 0.59 1.28
C 0.34 -0.08 2.44
O 0.25 0.94 0.14
S -0.74 -0.01 -0.69
C 0.09 -0.22 -2.18
O -0.85 -1.31 -0.08
O -1.95 0.73 -1.02
H 1.84 -1.43 0.72
H 3.00 -0.37 -0.02
H 2.67 -0.55 1.76
H 1.37 1.67 1.54
H 0.98 0.26 3.36
H -0.64 0.45 2.60
H 0.33 -1.32 2.32
H 0.82 -1.23 -2.38
H 0.60 0.86 -2.41
H -0.87 -0.44 -2.95
```

The charge is 0. Its multiplicity is 1. Its structure (SMILES) is CC(C)OS(C)(=O)=O. As for the LUMO energy: 0.7 eV.

---

Run ii
Entry from the OMol25 dataset: 2 unconnected molecules or ions with the total composition C4H10O3S (ωB97M-V with the def2-TZVPD basis set).

Structure (XYZ):
```
18
C4H10O3S, DFT ωB97M-V with the def2-TZVPD basis set
O -2.19 0.49 2.20
C -1.52 0.40 1.21
O -1.12 1.47 0.50
C -0.75 -0.84 0.83
C -0.57 -1.09 -0.69
C 0.89 -1.00 -1.15
S 1.06 -1.35 -2.94
H -1.29 2.34 0.90
H 0.23 -0.67 1.28
H -1.17 -1.69 1.34
H -1.08 -0.31 -1.26
H -0.98 -2.07 -0.89
H 1.15 0.06 -1.09
H 1.58 -1.52 -0.49
H 1.12 -0.06 -3.27
O 1.65 1.55 1.24
H 1.86 2.33 1.76
H 1.11 1.95 0.53
```

The charge is 0. Its multiplicity is 1. Its structure (SMILES) is O=C(O)CCCS.O. As for the LUMO energy: 0.2 eV.

---

Winner for stability: run ii

---

Run i
Entry from the OMol25 dataset: 2 unconnected molecules or ions with the total composition C3H7FN3 (ωB97M-V with the def2-TZVPD basis set).

Structure (XYZ):
```
14
C3H7FN3, DFT ωB97M-V with the def2-TZVPD basis set
C 1.29 0.64 -1.51
C -1.39 -0.58 2.02
C 0.43 0.17 -0.66
N 1.37 0.11 -2.82
N -1.83 -1.28 1.20
N -0.77 0.12 2.90
F 0.14 1.02 0.46
H 1.92 1.50 -1.50
H -0.39 -0.57 -0.66
H 2.00 0.54 -3.52
H 0.76 -0.74 -3.08
H -2.47 -1.89 0.69
H -0.36 -0.23 3.68
H -0.66 1.19 2.79
```

The charge is +1. Its multiplicity is 1. As for the LUMO energy: -4.3 eV.

---

Run ii
Entry from the OMol25 dataset: 2 unconnected molecules or ions with the total composition C3H7FN3 (ωB97M-V with the def2-TZVPD basis set).

Structure (XYZ):
```
14
C3H7FN3, DFT ωB97M-V with the def2-TZVPD basis set
C 0.70 -0.35 -0.41
C -2.64 -0.21 0.27
C -1.60 0.58 0.34
N 0.29 -1.44 -0.60
N 1.45 0.59 -0.01
N 2.81 0.43 0.23
F -0.99 1.07 -0.78
H -3.12 -0.56 1.17
H -3.05 -0.53 -0.67
H -1.17 1.00 1.24
H -0.14 -2.11 -1.21
H 1.10 1.55 0.07
H 3.01 -0.24 0.97
H 3.35 0.21 -0.61
```

The charge is +1. Its multiplicity is 1. As for the LUMO energy: -4.4 eV.

---

Winner for stability: run i